(1)
ORCA calculation (the ωB97M-V functional and the def2-TZVPD basis) on a cluster of 2 separate species, C6H12 in total.

For the energy above the lowest of the compared OMol25 structures with the same formula, charge and spin, the calculation gives 626.12 kJ/mol. The HOMO energy (alpha / beta) is -7.2 / -7.4 eV. The gap between HOMO and LUMO (alpha / beta) is 7.5 / 8.0 eV.

XYZ file:
```
18
C6H12 (the ωB97M-V functional and the def2-TZVPD basis)
C -0.781 -1.440 0.808
C 1.526 0.629 0.637
C -1.131 -0.678 -0.382
C -1.046 1.626 0.186
C 1.586 -0.557 -0.158
C 0.087 -1.346 -0.425
H 2.123 -1.387 0.306
H 0.303 -2.155 -1.117
H -0.060 0.981 0.433
H -1.264 1.792 -0.869
H 1.942 -0.389 -1.177
H -1.333 -2.339 1.083
H -1.949 1.357 0.733
H -0.374 -0.876 1.665
H 1.760 1.587 0.181
H 1.720 0.572 1.705
H -0.666 2.573 0.596
H -1.991 -0.536 -1.017
```


(2)
ORCA calculation (the ωB97M-V functional and the def2-TZVPD basis) on a structure of composition C26H24BrCaN5S2.

Its charge is -2. For the energy above the lowest of the compared OMol25 structures with the same formula, charge and spin, the calculation gives 0.00 kJ/mol. The HOMO energy is -2.0 eV. The gap between HOMO and LUMO is 6.0 eV.

XYZ file:
```
59
C26H24BrCaN5S2 (the ωB97M-V functional and the def2-TZVPD basis)
Br -5.600 3.906 4.409
Ca -0.415 0.835 0.271
S -0.222 3.161 -1.335
S 1.958 1.086 -1.254
N -1.749 -0.573 -1.436
N -0.720 -1.484 0.932
N 1.035 0.072 2.302
N 3.981 2.179 -4.222
N 0.879 5.106 -4.361
C -1.170 -2.434 0.063
C -2.599 3.157 1.616
C -1.313 -0.146 -2.767
C -1.606 -2.454 4.413
C -2.045 -2.908 -2.168
C 1.516 1.249 3.008
C 3.012 2.538 -3.705
C 2.168 -0.704 1.778
C 0.139 -0.780 3.042
C 1.812 3.044 -3.125
C -1.499 -4.725 -0.719
C -3.848 1.768 3.648
C -0.709 -1.643 2.289
C -2.841 1.182 2.879
C -1.654 -1.998 -1.204
C -0.794 -1.588 5.127
C -1.976 -4.281 -1.944
C -1.108 -3.829 0.262
C -3.094 -0.083 -1.129
C -4.215 3.071 3.369
C 1.222 2.472 -1.991
C -2.165 1.834 1.829
C -3.603 3.784 2.356
C -1.561 -2.487 3.026
C 1.266 4.183 -3.784
C 0.078 -0.760 4.423
H -0.840 -1.539 6.208
H -0.706 -4.202 1.195
H -2.581 0.157 3.135
H -3.113 1.007 -1.207
H -2.307 -3.098 4.934
H 2.058 1.872 2.294
H 1.790 -1.520 1.163
H -1.285 0.944 -2.791
H -3.357 -0.352 -0.105
H -2.278 -4.980 -2.714
H -2.137 3.750 0.829
H -3.843 -0.501 -1.818
H 0.669 1.816 3.395
H 2.763 -1.118 2.606
H 2.791 -0.061 1.158
H 2.202 1.005 3.833
H -3.899 4.805 2.148
H -4.333 1.220 4.447
H -1.416 -5.790 -0.525
H -1.980 -0.487 -3.573
H 0.709 -0.075 4.974
H -0.305 -0.514 -2.946
H -2.247 -3.129 2.490
H -2.410 -2.539 -3.119
```


(3)
ORCA calculation (the ωB97M-V functional and the def2-TZVPD basis) on a structure of composition C3H4HgLiO3.

Its charge is +1. The multiplicity is 3. For the energy above the lowest of the compared OMol25 structures with the same formula, charge and spin, the calculation gives 431.15 kJ/mol. The HOMO energy (alpha / beta) is -10.2 / -12.2 eV. The gap between HOMO and LUMO (alpha / beta) is 5.0 / 6.7 eV.

XYZ file:
```
12
C3H4HgLiO3 (the ωB97M-V functional and the def2-TZVPD basis)
Hg 2.504 0.690 -1.320
O 5.124 2.791 -2.514
O 5.086 0.876 -1.533
O 2.148 2.854 -3.444
C 4.573 2.034 -1.556
C 3.219 3.324 -3.916
C 4.292 3.845 -3.029
Li 0.531 3.598 -3.016
H 3.313 3.475 -5.004
H 3.825 4.354 -2.168
H 6.145 0.345 -0.630
H 4.941 4.542 -3.575
```


(4)
ORCA calculation (the ωB97M-V functional and the def2-TZVPD basis) on a cluster of 2 separate species, C34H44Br2F6INO10S in total.

The SMILES is CCOCCOCc1c(CNC)c(CCCCOC=O)c(S(C)(=O)=O)c2c1C(=O)C(CC[C@](F)(Br)C(F)(F)Br)=C([C@@H](I)CC)C2=O.CCOC(=O)C(F)(F)F. The HOMO energy is -9.1 eV. The gap between HOMO and LUMO is 7.7 eV.

XYZ file:
```
99
C34H44Br2F6INO10S (the ωB97M-V functional and the def2-TZVPD basis)
I -4.546 1.026 5.414
Br -5.737 2.750 -1.962
Br -2.630 1.431 -3.026
S 1.129 -2.100 2.563
F -2.690 0.394 -0.468
F -1.660 -4.144 -6.471
F -4.543 0.115 -1.633
F -1.736 -6.167 -5.715
F -3.467 3.412 -0.624
F 0.100 -5.040 -5.611
O -1.591 3.683 1.497
O -0.876 -0.452 4.173
O 6.130 -3.901 -0.942
O 2.089 -3.057 1.994
O 0.869 4.291 0.009
O 3.382 4.817 0.945
O 1.604 -1.755 3.907
O 4.918 -5.769 -1.421
O -0.919 -4.382 -3.141
O -2.924 -4.060 -4.103
N 1.934 0.667 -2.761
C -1.169 0.090 3.141
C 0.879 -0.603 1.556
C -2.621 0.661 2.979
C 4.096 -1.175 0.972
C -0.425 1.553 1.157
C -0.493 -2.981 2.612
C 5.010 -2.457 0.742
C -3.448 -3.593 -2.849
C -4.973 1.900 0.667
C -4.891 -0.675 2.786
C 1.711 -0.229 0.410
C 0.405 1.936 0.023
C -4.265 2.289 -0.685
C 2.392 1.420 -1.570
C -3.065 -2.148 -2.608
C -1.637 -4.425 -4.099
C 1.643 5.194 -0.789
C 1.499 1.015 -0.353
C 5.533 -5.134 -0.622
C 5.068 -2.912 -0.772
C -4.245 2.401 1.973
C -5.278 -2.157 3.231
C -0.219 0.319 1.934
C -3.746 -0.117 3.714
C 2.886 -1.133 -0.052
C -2.847 1.779 2.230
C 4.868 3.807 2.687
C 3.178 5.015 -0.460
C 4.472 3.906 1.173
C 1.235 1.504 -3.752
C -1.228 -4.943 -5.479
C -1.599 2.483 1.590
C -3.542 1.035 -1.329
C 0.201 3.285 -0.767
H -5.825 -0.051 2.847
H 4.114 2.881 0.850
H -3.268 -1.012 4.199
H -0.895 3.533 -0.737
H 3.431 1.045 -1.333
H 4.738 -3.305 1.415
H -0.922 -3.031 3.638
H 4.075 -3.337 -1.084
H 5.338 4.234 0.532
H 3.688 5.995 -0.700
H -5.944 -2.177 4.126
H 3.640 4.175 -1.051
H 0.183 1.707 -3.380
H 6.061 -2.151 1.000
H 3.290 -0.893 -1.063
H -5.978 2.405 0.653
H 1.365 -0.136 -2.496
H -5.182 0.807 0.631
H 5.326 2.796 2.840
H -3.527 -1.778 -1.698
H -3.122 -4.239 -2.032
H -3.378 -1.524 -3.446
H -4.965 2.307 2.819
H -4.313 -2.711 3.385
H 1.729 2.497 -3.922
H 1.138 1.006 -4.749
H -0.296 -4.039 2.284
H 2.485 -2.185 -0.125
H 1.412 5.175 -1.883
H 0.546 3.213 -1.824
H -4.482 -0.754 1.750
H 3.662 -1.155 2.008
H -1.982 -2.037 -2.515
H 5.244 -2.034 -1.453
H 5.651 -5.471 0.443
H 1.378 6.232 -0.431
H 4.015 3.965 3.390
H 2.486 2.516 -1.727
H -4.533 -3.680 -2.914
H 4.770 -0.291 0.789
H 5.691 4.546 2.897
H -1.194 -2.558 1.844
H -5.795 -2.664 2.372
H -4.076 3.508 1.834
```